# C22H30N4O2

The molecule C22H30N4O2 (ωB97M-V/def2-TZVPD, the Open Molecules 2025 dataset).

Geometry (Å):
C1 4.612027 4.160215 -0.093080
O1 3.678417 3.274276 -0.654724
C2 4.037020 2.554429 -1.768952
C3 5.254570 2.711967 -2.414997
C4 5.547890 2.009326 -3.572494
C5 4.620446 1.129532 -4.094305
C6 3.415802 0.944940 -3.443955
C7 3.092279 1.637595 -2.278309
N1 1.867891 1.349405 -1.674259
C8 0.654073 1.593155 -2.426123
C9 -0.442373 0.632208 -1.948329
N2 -0.681779 0.711903 -0.517803
C10 -1.481388 1.855402 -0.104033
C11 -2.971334 1.512771 -0.251273
N3 -3.266176 0.261608 0.405905
C12 -3.775833 0.261866 1.671016
O2 -4.261210 1.237811 2.209724
N4 -3.731724 -0.943254 2.334332
C13 -3.325815 -2.204808 1.880107
C14 -3.684043 -2.649048 0.610337
C15 -3.304189 -3.907755 0.187938
C16 -2.593341 -4.735854 1.035966
C17 -2.242467 -4.317140 2.313221
C18 -1.490487 -5.252104 3.214429
C19 -2.591295 -3.034697 2.738467
C20 -2.202109 -2.532256 4.099246
C21 0.572803 0.546487 0.190836
C22 1.658924 1.536067 -0.256325
H1 4.873082 4.967452 -0.785778
H2 5.524126 3.642617 0.222393
H3 4.120521 4.585132 0.781433
H4 5.984677 3.408114 -2.033148
H5 6.499291 2.159978 -4.059381
H6 4.836639 0.576670 -4.995937
H7 2.700960 0.235040 -3.832399
H8 0.841306 1.443995 -3.489318
H9 0.318494 2.635775 -2.284945
H10 -1.372971 0.834575 -2.480499
H11 -0.131617 -0.393988 -2.168007
H12 -1.280918 2.049683 0.951886
H13 -1.262585 2.773247 -0.666818
H14 -3.584683 2.286804 0.213153
H15 -3.243581 1.421990 -1.306857
H16 -2.613960 -0.474260 0.168681
H17 -4.042496 -0.881034 3.293052
H18 -4.281983 -2.015095 -0.025250
H19 -3.581393 -4.250215 -0.797751
H20 -2.313287 -5.725985 0.707360
H21 -1.401784 -6.232311 2.753194
H22 -0.485625 -4.877673 3.410174
H23 -2.001720 -5.364334 4.168999
H24 -2.022876 -1.459166 4.074016
H25 -1.297576 -3.018904 4.451091
H26 -2.994056 -2.730564 4.823406
H27 0.392778 0.646274 1.263207
H28 0.923269 -0.471409 -0.008945
H29 2.585139 1.320160 0.274415
H30 1.346251 2.563386 -0.013987

Forces on the atoms, in the same order (eV/Å):
0.1 0.2 0.1
-0.2 -0.3 -0.4
-0.2 0.0 0.0
0.1 0.1 0.1
0.0 0.0 0.0
0.1 0.0 -0.1
0.1 0.2 0.1
0.4 0.0 -0.1
-0.2 0.0 0.1
-0.3 -0.1 -0.1
0.1 0.1 -0.2
0.0 0.0 0.1
-0.4 -0.1 -0.1
0.1 0.2 0.1
0.1 -0.1 -0.1
0.0 -0.1 -0.2
-0.1 0.4 0.2
-0.1 -0.1 0.5
0.1 -0.3 -0.2
-0.1 -0.1 0.0
0.0 0.0 0.0
0.0 0.0 0.0
-0.1 0.0 -0.1
0.0 0.1 0.0
0.0 0.2 -0.1
0.0 0.0 -0.1
0.3 0.1 0.1
-0.2 -0.4 0.3
0.0 0.0 0.0
0.0 0.0 0.0
0.1 0.0 0.0
0.0 0.1 0.1
0.1 0.0 0.0
0.0 -0.1 -0.1
-0.1 -0.1 0.0
0.0 0.0 0.0
0.0 0.0 -0.1
0.0 0.0 0.0
0.0 0.0 -0.1
0.0 0.0 0.0
0.0 0.0 0.1
0.0 -0.1 -0.2
0.0 0.1 0.0
0.0 0.0 0.1
0.0 0.2 -0.2
0.0 0.0 0.0
0.0 0.0 -0.1
0.0 -0.1 0.0
0.0 -0.1 0.0
0.1 0.0 0.1
0.0 -0.1 0.1
0.0 0.0 0.1
0.0 0.0 0.1
0.0 0.0 0.2
0.0 0.0 0.0
0.1 0.0 0.1
-0.1 0.1 0.0
0.1 -0.1 0.0

The value obtained for the HOMO energy is -7.6 eV. The value obtained for the energy relative to the best compared isomer or geometry (same formula, charge and spin) is 235.7 kJ/mol. The calculation puts the frontier orbital gap at 8.3 eV. As for the structure (SMILES): COc1ccccc1N1CCN(CCNC(=O)Nc2cccc(C)c2C)CC1.